Model i:
ORCA calculation (wB97M-V/def2-TZVPD) on a gas-phase ion, C5H14N2 (charge +2).

```
21
C5H14N2 (wB97M-V/def2-TZVPD)
H 3.629 0.290 1.304
C -1.894 0.761 -1.197
H -1.426 -0.375 0.815
N -1.891 -1.675 -0.783
C 0.984 0.815 0.077
H 1.542 1.932 1.934
C 0.310 -0.329 -0.558
H -2.182 1.726 -0.671
C 1.609 0.988 1.266
H -1.222 0.923 -2.035
H 0.642 -1.339 -0.195
C -1.200 -0.304 -0.340
N 2.796 0.221 1.848
H -2.845 0.538 -1.672
H 3.192 0.829 2.569
H 0.528 -0.419 -1.638
H 2.676 -0.659 2.209
H -1.804 -2.187 0.067
H -2.850 -1.458 -0.985
H 0.851 1.771 -0.405
H -1.446 -2.049 -1.609
```

## Properties
- LUMO: -7.9 eV
- HOMO level: -18.06 eV
- M: 102.18 g mol⁻¹
- SMILES: C[C@@H]([NH3+])C/C=C\[NH3+]
- Total charge: +2


Model ii:
ORCA calculation (wB97M-V/def2-TZVPD) on a gas-phase ion, C5H14N2 (charge +2).

```
21
C5H14N2 (wB97M-V/def2-TZVPD)
H 1.584 0.078 -1.281
H -1.932 0.640 0.475
C -0.401 -0.588 1.340
H -0.816 2.021 -2.277
H -1.309 -0.934 1.765
H 0.626 0.490 2.869
H -1.185 -0.971 -1.271
C 0.716 -0.505 -1.594
H -1.076 0.565 -3.136
H 2.816 0.154 2.327
C 1.950 -0.384 1.952
H 2.185 -0.913 1.070
H 0.841 -1.451 -1.054
N 0.725 -0.224 2.120
C -0.631 0.082 -1.224
N -1.305 0.980 -2.210
H -0.133 -1.452 0.749
C -0.863 0.478 0.293
H -2.325 1.172 -1.983
H -0.629 1.523 0.453
H 0.785 -0.725 -2.679
```

## Properties
- LUMO: -8.5 eV
- HOMO level: -19.64 eV
- M: 102.18 g mol⁻¹
- SMILES: C=[NH+]CC[C@H](C)[NH3+]
- Total charge: +2


Of them, model ii has the highest stability.


Model i:
ORCA calculation (wB97M-V/def2-TZVPD) on C16H24N2O4S in the gas phase.

```
47
C16H24N2O4S (wB97M-V/def2-TZVPD)
C 1.818 5.269 3.332
H 1.996 -2.876 3.821
C 0.573 -1.243 -0.303
H 0.904 5.215 3.918
C 1.936 4.023 2.461
C -0.119 1.453 2.246
N -0.478 -1.109 -1.142
H -1.468 -3.489 -1.892
C -1.617 -2.693 -2.624
H 1.788 6.163 2.712
H 0.599 4.655 1.009
C -1.625 -3.271 -4.036
O -1.604 3.385 1.250
C 1.140 -3.286 3.278
C -1.801 -2.161 -5.068
H 2.670 5.338 4.004
H -2.770 -1.679 -4.921
H -2.579 -2.217 -2.418
H -2.432 -4.000 -4.132
H 1.967 3.127 3.086
C 0.439 -0.548 3.430
O -0.793 3.621 3.567
H -0.144 1.352 0.128
H -1.625 -0.024 -3.324
H -0.835 -0.322 -5.653
H -1.295 -0.605 -0.832
H -1.787 -2.583 -6.074
C 0.363 -0.543 1.011
N 0.820 3.838 1.557
O 0.862 -2.543 2.114
H 0.129 0.183 -3.412
C -0.502 -1.656 -2.482
H 2.851 4.057 1.861
H -0.682 -3.789 -4.219
C -0.681 -0.541 -3.514
H 0.471 -2.139 -2.623
C 0.574 -1.233 2.222
S -0.568 3.175 2.219
C 0.093 0.792 3.438
C 0.016 0.796 1.038
H 0.271 -3.333 3.942
H 0.272 -1.593 -5.128
H -0.028 1.334 4.363
H 1.382 -4.289 2.929
C -0.692 -1.123 -4.925
O 1.591 -1.835 -0.585
H 0.597 -1.054 4.369
```

## Properties
- LUMO: 0.7 eV
- HOMO level: -9.07 eV
- M: 340.44 g mol⁻¹
- SMILES: CCNS(=O)(=O)c1ccc(OC)c(C(=O)NC2CCCCC2)c1


Model ii:
ORCA calculation (wB97M-V/def2-TZVPD) on C16H24N2O4S in the gas phase.

```
47
C16H24N2O4S (wB97M-V/def2-TZVPD)
H -1.866 0.767 1.251
H -0.131 1.602 -1.238
C 0.946 0.058 -4.046
O -1.297 -2.524 -0.717
H 1.153 2.872 -4.182
H 1.951 1.098 -5.626
H 0.926 -2.917 1.999
C 0.924 -1.461 -2.164
C 0.485 1.083 -3.214
H 1.568 -0.589 -5.987
C 0.238 2.456 -3.761
H 0.930 1.118 0.770
C 0.521 -3.277 1.061
H 3.067 0.312 1.546
H -0.729 2.131 1.434
H -1.834 2.865 3.489
H -0.505 2.421 -4.557
C 1.151 -1.202 -3.504
H -0.705 -0.653 4.488
O 1.000 -1.034 3.134
H 1.081 -2.451 -1.770
O -3.242 1.357 3.534
N -0.526 0.595 2.851
H -2.998 2.792 2.146
C -2.369 2.186 2.805
C -1.138 0.283 4.134
S -0.655 -2.038 0.465
H -0.049 -4.184 1.214
H -2.820 -0.644 3.194
H 2.619 -1.369 1.283
C 2.477 -0.355 0.923
H 0.296 0.635 -6.000
C 1.001 0.049 1.001
H -0.912 1.078 4.854
H -0.121 3.124 -2.983
H 1.289 -3.429 0.316
C 0.466 -0.204 2.416
H -3.127 -0.143 4.883
C -1.349 1.410 1.974
N 0.191 -0.674 0.032
C 0.463 -0.448 -1.337
C -2.642 0.137 3.945
C 1.207 0.312 -5.499
C 0.245 0.816 -1.876
O -1.502 -1.680 1.567
H 1.501 -2.001 -4.141
H 2.823 -0.282 -0.106
```

## Properties
- LUMO: 0.6 eV
- HOMO level: -8.70 eV
- M: 340.44 g mol⁻¹
- SMILES: Cc1ccc(N([C@H](C)C(=O)N2CCOCC2)S(C)(=O)=O)cc1C


Of them, model i has the highest stability.


Model i:
ORCA calculation (wB97M-V/def2-TZVPD) on C2H8Cl2Si2 in the gas phase.

```
14
C2H8Cl2Si2 (wB97M-V/def2-TZVPD)
C -1.616 0.298 2.026
H -1.687 1.199 -0.322
H -1.902 -1.285 -0.216
H -0.925 1.142 2.352
H 1.169 0.885 -2.444
Cl 2.109 1.125 0.650
Si 1.130 -0.345 -0.254
C 1.504 -0.128 -2.066
Si -1.145 0.009 0.203
H -2.748 0.688 2.054
Cl 2.119 -2.125 0.279
H 2.540 -0.081 -2.502
H -1.553 -0.478 2.842
H 1.005 -0.904 -2.602
```

## Properties
- LUMO: 0.5 eV
- HOMO level: -10.18 eV
- M: 159.16 g mol⁻¹
- SMILES: C[SiH2][Si](C)(Cl)Cl


Model ii:
ORCA calculation (wB97M-V/def2-TZVPD) on 2 unconnected molecules or ions with the total composition C2H8Cl2Si2.

```
14
C2H8Cl2Si2 (wB97M-V/def2-TZVPD)
H 1.870 0.910 -1.705
Cl -1.597 -2.526 -0.272
H 1.242 -2.249 0.892
Si -0.938 -0.991 0.910
H -0.983 2.213 0.694
H 0.630 1.053 -3.027
Si -1.194 1.035 -0.151
Cl -2.095 -1.060 2.606
H 0.886 -1.659 2.506
C 0.845 -1.404 1.450
H -2.396 1.248 -0.953
H 1.155 2.530 -2.098
H 1.512 -0.564 1.288
C 1.062 1.464 -2.140
```

## Properties
- LUMO (spin up / spin down): -0.8 / -0.5 eV
- HOMO level (spin up / spin down): -8.77 / -8.12 eV
- M: 159.16 g mol⁻¹


Of them, model i has the highest stability.